No. 1
Density functional theory data (ωB97M-V/def2-TZVPD) for a structure of composition C31H32BF7O2 in a non-equilibrium geometry.

Output
2S+1: 1
Net charge: 0
LUMO: 0.1 eV
Gap between HOMO and LUMO: 8.9334 eV
F_max: 3.32 eV/A

```
73
Properties=species:S:1:pos:R:3:forces:R:3
F 3.76874 0.22476 -5.68379 -0.9 0.5 0.5
C 2.60216 0.62984 -5.08385 0.4 -0.2 0.0
C 2.14206 1.92149 -5.30428 -0.2 -0.3 -0.2
C 0.93777 2.26510 -4.69343 -0.2 0.3 0.2
F 0.43826 3.52469 -4.92044 0.4 -1.0 0.3
C 0.23293 1.39568 -3.86422 0.1 0.1 -0.6
C 0.71178 0.07955 -3.73415 0.0 0.0 1.0
C -0.01912 -0.89812 -2.80752 -0.5 -0.4 -0.9
C 0.42833 -2.33737 -2.79247 -0.4 0.3 0.2
C -0.49130 -3.29137 -2.60253 0.2 1.0 0.0
C -0.18793 -4.69366 -2.57924 0.2 -1.5 0.6
C -1.12341 -5.62313 -2.05698 0.5 0.5 -0.5
C -0.79094 -6.96289 -2.10118 0.0 -0.8 0.1
F -1.68357 -7.89645 -1.61915 0.8 0.9 -0.4
C 0.42260 -7.42960 -2.62259 0.1 0.5 0.1
C 1.33453 -6.46761 -3.07695 0.2 -0.4 -0.1
F 2.54207 -6.87881 -3.59452 -1.1 0.2 0.5
C 1.06494 -5.11494 -3.04733 -0.2 -0.2 -0.2
C 1.93359 -0.28198 -4.26899 0.3 0.0 -0.6
H 2.65652 2.59923 -5.98025 -0.1 -0.1 0.2
H -0.66675 1.73965 -3.34409 0.3 -0.2 -0.4
H -1.08685 -0.88533 -3.08545 0.3 -0.1 -0.3
H 1.50249 -2.57285 -2.73263 -0.6 0.1 -0.3
H -1.52447 -3.01261 -2.37871 0.2 0.0 -0.6
H -2.07723 -5.26963 -1.66011 0.3 -0.3 -0.1
H 0.67775 -8.48268 -2.64431 -0.1 0.1 0.0
H 1.77673 -4.37629 -3.43112 -0.3 -0.6 0.1
H 2.34896 -1.26874 -4.05806 0.0 0.4 -0.4
C 0.09344 5.13031 1.20161 -0.2 0.4 -0.2
C -0.45238 3.91715 1.91370 -0.1 0.5 -0.1
C -0.24270 4.09240 3.43250 -0.1 0.0 -0.1
C -1.93170 3.44426 1.49077 -0.1 0.5 -0.4
C -3.05337 3.84184 2.43655 0.1 0.1 0.2
C -2.29855 3.83913 0.06863 0.1 0.2 -0.3
O -1.85556 1.99918 1.54153 0.9 0.4 0.8
B -0.54279 1.80577 1.91553 0.4 -0.9 -1.3
C -0.09981 0.67038 2.83799 0.3 -1.0 0.1
C -1.06661 -0.05602 3.55611 0.3 0.1 0.0
C -0.68756 -0.82922 4.63979 -0.1 -0.1 0.0
C 0.66008 -0.93284 4.96988 0.1 0.2 0.0
C 1.02880 -1.66625 6.22112 0.2 -0.4 0.6
F 2.37944 -1.74360 6.40004 -1.1 0.0 0.0
F 0.50756 -1.04529 7.32985 0.5 -0.7 -0.8
F 0.54019 -2.94681 6.20762 0.4 1.0 0.2
C 1.64001 -0.33262 4.18686 0.0 0.1 -0.1
C 1.26386 0.46245 3.11104 -0.4 -0.1 0.1
C -0.01216 -0.34687 -1.42936 0.0 1.9 2.7
C -0.95094 -1.00723 -0.36944 0.2 0.1 -0.4
C 1.38926 -0.13634 -0.79005 0.1 -0.2 0.0
O 0.35700 2.79164 1.50977 -0.9 -0.4 0.7
H -0.45416 6.02267 1.52142 0.1 0.0 -0.1
H 1.15025 5.26186 1.46412 -0.2 -0.1 0.0
H 0.02202 5.03117 0.11329 0.0 0.0 0.2
H -0.71270 5.01293 3.80107 0.0 -0.3 0.0
H -0.61313 3.23262 4.00998 0.0 0.2 -0.1
H 0.84015 4.15151 3.61527 -0.3 0.0 -0.1
H -3.13266 4.93664 2.50370 0.0 -0.3 0.1
H -4.00189 3.43601 2.05332 0.3 0.2 0.1
H -2.88614 3.41498 3.43578 -0.1 0.2 -0.3
H -2.45710 4.92349 -0.00184 0.1 -0.2 0.0
H -1.52335 3.54686 -0.65183 -0.1 0.1 0.2
H -3.23312 3.34579 -0.22450 0.2 0.0 0.2
H -2.11878 -0.01211 3.26889 0.3 0.2 0.1
H -1.44849 -1.32593 5.23792 0.2 0.0 -0.1
H 2.69069 -0.44884 4.42608 -0.1 -0.1 0.0
H 2.02768 0.91988 2.48043 -0.3 0.1 0.3
H -0.40443 0.67816 -1.55686 0.0 -0.3 0.2
H -1.88745 -0.44249 -0.29473 0.0 -0.3 0.0
H -1.15898 -2.05517 -0.61529 0.0 0.3 0.3
H -0.46008 -0.96758 0.61550 -0.4 -0.1 -0.4
H 1.62850 0.93265 -0.71634 0.1 -0.3 -0.1
H 1.40758 -0.53537 0.23437 0.1 0.1 -0.3
H 2.18945 -0.64706 -1.33342 0.0 0.2 0.0
```
Positions in Å, forces in eV/Å.


No. 2
Density functional theory data (ωB97M-V/def2-TZVPD) for a cluster of 5 separate species, C31H32BrN6O8 in total in a non-equilibrium geometry.

Output
2S+1: 1
Net charge: +1
LUMO: -4.1 eV
Gap between HOMO and LUMO: 7.9064 eV
F_max: 1.06 eV/A

```
78
Properties=species:S:1:pos:R:3:forces:R:3
C -4.78049 -0.47680 -1.54447 0.2 -0.5 0.3
C -3.78165 -1.50573 -2.10650 0.0 0.9 -0.2
Br -4.31259 -3.32084 -1.69727 0.0 -0.2 0.0
C -2.30841 -1.21706 -1.71540 -0.1 -0.4 -0.2
N -1.71987 -2.13420 -0.75698 0.4 0.3 0.1
C -1.89922 -1.99312 0.55072 -0.2 -0.2 0.1
N -2.63148 -1.03510 1.12498 -0.1 0.3 -0.1
C -2.57534 -1.29669 2.42341 -0.1 0.1 0.1
N -3.22620 -0.55405 3.37654 1.0 0.0 0.2
N -1.83176 -2.37386 2.69779 0.0 -0.2 0.0
C -1.48508 -3.03618 3.95757 0.0 -0.1 0.0
C -0.36995 -4.04135 3.73291 0.1 -0.3 -0.2
N -0.86104 -5.22181 3.03000 0.1 0.2 -0.2
N -1.40938 -2.83469 1.47061 0.1 0.3 -0.7
H -5.50749 -0.97212 -0.90741 -0.2 0.1 -0.1
H -4.27182 0.24634 -0.91172 0.0 0.2 -0.1
H -5.28907 0.02463 -2.36085 -0.1 0.1 0.0
H -3.82505 -1.42787 -3.18746 0.0 -0.3 -0.1
H -1.69685 -1.25564 -2.61258 0.1 -0.1 0.0
H -2.23823 -0.20533 -1.32672 0.0 0.1 0.0
H -1.17021 -2.90857 -1.08592 0.0 0.0 0.0
H -2.88783 -0.77122 4.30773 -0.3 -0.1 0.1
H -3.02400 0.42936 3.22394 -0.5 0.1 -0.2
H -1.15078 -2.28954 4.67675 0.0 0.2 -0.1
H -2.37503 -3.52273 4.35676 -0.1 -0.1 0.0
H 0.37058 -3.58066 3.08011 0.3 0.1 0.2
H 0.12621 -4.27762 4.67470 -0.1 0.2 0.2
H -0.08022 -5.82437 2.79865 0.0 -0.1 0.0
H -1.50299 -5.75394 3.60263 0.0 -0.1 0.0
H -0.84800 -3.65364 1.30251 -0.2 -0.4 0.6
C 3.45551 -3.05533 2.29738 -0.1 0.0 0.0
C 4.18483 -1.96059 2.50226 0.0 0.0 0.0
C 4.91652 -1.73494 3.77538 0.0 0.0 0.0
O 5.57142 -0.73413 3.95462 0.0 0.0 0.0
C 4.80135 -2.78194 4.82344 0.0 0.0 0.0
C 4.07371 -3.87768 4.62537 0.0 0.0 0.0
C 3.35245 -4.10165 3.34768 0.1 0.0 0.0
O 2.69148 -5.10791 3.17864 -0.2 0.1 -0.1
H 2.90280 -3.19924 1.36974 0.2 -0.1 0.3
H 4.27710 -1.17745 1.75864 0.0 0.0 0.0
H 5.33986 -2.59755 5.74423 0.0 0.0 0.0
H 3.97722 -4.65447 5.37342 0.0 0.0 0.0
C 4.32828 -1.08518 -2.43349 0.0 0.0 0.0
C 3.78303 -1.82661 -1.47245 0.0 0.0 0.0
C 2.37292 -1.63538 -1.06558 0.1 0.0 0.1
O 1.87975 -2.31339 -0.17749 -0.3 0.1 -0.3
C 1.58804 -0.59050 -1.76047 0.0 0.0 0.0
C 2.12604 0.15403 -2.72199 0.0 0.0 0.0
C 3.54344 -0.03525 -3.13725 0.0 0.0 0.1
O 4.03355 0.64087 -4.00902 0.0 0.1 0.0
H 5.35664 -1.20542 -2.74912 0.0 0.0 0.0
H 4.33627 -2.59645 -0.94874 0.0 0.0 0.0
H 0.56359 -0.46510 -1.43806 -0.1 0.0 0.0
H 1.57158 0.92506 -3.24316 0.0 0.0 0.0
C -3.76573 3.21241 -4.25439 0.0 0.0 0.0
C -4.42230 4.33549 -3.97923 0.0 0.0 0.0
C -4.15974 5.09296 -2.72560 0.0 0.0 0.0
O -4.76019 6.11245 -2.47469 0.0 0.0 0.0
C -3.13436 4.55310 -1.79382 -0.1 -0.1 -0.1
C -2.48189 3.42807 -2.07357 -0.2 -0.1 -0.1
C -2.74837 2.67604 -3.32013 0.0 0.0 0.0
O -2.14666 1.64648 -3.56932 0.0 -0.1 0.1
H -3.93758 2.64231 -5.15868 0.0 0.0 0.0
H -5.17063 4.75092 -4.64188 0.0 0.0 0.0
H -2.95505 5.12186 -0.89253 0.0 0.0 0.0
H -1.73213 3.01628 -1.41476 0.0 0.0 0.0
C 2.77534 4.44348 -2.05688 0.0 0.0 0.0
C 1.50331 4.20655 -1.75092 0.0 0.0 0.0
C 0.70933 5.17812 -0.95818 0.0 0.0 0.0
O -0.45304 4.95739 -0.68002 0.2 0.0 0.2
C 1.38224 6.42457 -0.52189 0.0 0.0 0.0
C 2.65510 6.66361 -0.82553 0.0 0.0 0.0
C 3.45419 5.69252 -1.61761 0.0 0.0 0.0
O 4.61074 5.90548 -1.89696 0.0 0.0 0.0
H 3.37604 3.75232 -2.63466 0.0 0.0 0.0
H 0.98860 3.30570 -2.06301 0.0 0.0 0.0
H 0.78033 7.11727 0.05224 0.0 0.0 0.0
H 3.16831 7.56519 -0.51698 0.0 0.0 0.0
```
Positions in Å, forces in eV/Å.